{
  "formula": "C6H14O3Sr",
  "method": "wB97M-V/def2-TZVPD",
  "charge": 2,
  "de_lowest_kcal_mol": 0.0,
  "energy_ev": -13408.761,
  "orbital_gap_ha": 0.3728,
  "homo_energy_ev": -17.627,
  "mol_weight_g_mol": 221.80,
  "elements": ["H", "C", "H", "H", "H", "C", "O", "C", "C", "O", "C", "C", "O", "H", "H", "H", "H", "H", "H", "H", "H", "H", "H", "Sr"],
  "xyz": [[-4.050, 1.730, 0.046], [-5.168, 0.090, -0.530], [-5.935, -0.657, -0.777], [-4.810, 0.342, -1.534], [-5.710, 0.713, 0.193], [-2.910, 2.303, 0.541], [-2.097, 1.342, 1.100], [-2.183, 1.228, 2.540], [-1.679, -0.124, 2.993], [-2.150, -1.173, 2.148], [-3.351, -1.915, 2.429], [-4.452, -1.428, 1.504], [-4.010, -1.034, 0.207], [-3.362, 2.956, 1.297], [-2.411, 2.794, -0.302], [-3.239, 1.332, 2.828], [-1.587, 2.038, 2.978], [-2.015, -0.323, 4.018], [-0.585, -0.155, 2.923], [-3.638, -1.776, 3.478], [-3.130, -2.980, 2.288], [-4.805, -0.489, 1.966], [-5.287, -2.141, 1.472], [-1.964, -0.859, -0.025]]
}